[1]
Formula: C36H34N10O5Tb
Source: the OMol25 dataset
Level of theory: the ωB97M-V functional and the def2-TZVPD basis

```
! RIJCOSX wB97M-V def2-TZVPD def2/J DEFGRID3
* xyz -1 7
Tb 13.503 11.542 13.638
C 14.710 7.068 14.908
C 13.941 6.736 16.029
C 12.768 7.380 16.260
C 12.418 8.488 15.442
N 13.279 8.953 14.510
C 14.333 8.183 14.185
N 11.124 8.969 15.521
C 10.758 10.174 15.276
N 11.453 11.350 15.121
C 10.555 12.382 15.086
N 10.704 13.654 15.192
C 11.917 14.272 15.423
C 11.901 15.394 16.277
C 13.073 16.014 16.587
C 14.259 15.526 16.048
C 14.207 14.446 15.208
N 13.053 13.841 14.866
C 9.178 11.836 15.067
C 7.934 12.468 14.996
C 6.818 11.631 15.041
C 6.939 10.251 15.191
C 8.177 9.636 15.283
C 9.289 10.464 15.200
H 15.626 6.555 14.620
H 14.267 5.906 16.636
H 12.074 7.101 17.038
H 14.953 8.518 13.365
H 10.945 15.721 16.725
H 13.080 16.910 17.226
H 15.196 16.001 16.308
H 15.112 14.021 14.837
H 7.878 13.562 14.913
H 5.838 12.088 14.932
H 6.020 9.653 15.213
H 8.229 8.545 15.379
O 17.705 8.294 10.671
C 16.894 8.896 9.762
C 17.071 8.565 8.424
C 16.336 9.216 7.417
C 15.409 10.183 7.771
C 15.196 10.484 9.115
C 15.931 9.860 10.112
C 15.627 10.268 11.530
O 14.571 10.929 11.727
N 16.505 9.941 12.458
N 16.077 10.386 13.726
C 16.738 9.947 14.733
C 16.354 10.187 16.101
C 17.043 9.531 17.131
C 16.701 9.685 18.462
C 15.677 10.577 18.776
C 14.949 11.191 17.763
C 15.282 11.040 16.408
O 14.595 11.709 15.544
H 17.480 8.672 11.548
H 17.839 7.805 8.214
H 16.538 8.998 6.371
H 14.801 10.690 7.026
H 14.435 11.187 9.388
H 17.593 9.284 14.548
H 17.814 8.835 16.879
H 17.235 9.191 19.247
H 15.420 10.702 19.825
H 14.103 11.808 18.003
N 13.409 13.583 11.937
C 14.325 14.349 11.046
C 15.292 15.263 11.791
C 16.741 14.944 11.393
C 17.131 13.508 11.770
N 17.089 13.295 13.229
H 12.839 12.954 11.362
H 12.769 14.248 12.373
H 13.740 14.949 10.327
H 14.888 13.653 10.451
H 15.206 15.083 12.860
H 15.033 16.310 11.614
H 16.854 15.077 10.323
H 17.429 15.650 11.841
H 18.109 13.270 11.340
H 16.425 12.800 11.320
H 17.907 13.737 13.642
H 16.955 12.317 13.478
O 11.764 10.038 12.553
N 11.012 10.838 11.957
O 11.339 12.034 12.144
*
```

Summary:
- Orbital gap (alpha / beta): 7.57 / 7.58 eV
- Calculated total energy: -85462.959 eV
- Lowest unoccupied orbital energy (alpha / beta): 2.45 / 2.45 eV
- <S²>: 12.674


[2]
Formula: C36H35BrN3O9S2SbW
Source: the OMol25 dataset
Level of theory: the ωB97M-V functional and the def2-TZVPD basis

```
! RIJCOSX wB97M-V def2-TZVPD def2/J DEFGRID3
* xyz 2 3
W -0.138 -0.609 2.321
O -0.426 -3.941 -4.122
C -0.803 -4.955 -3.372
O -1.449 -5.924 -3.766
C -0.376 -4.875 -1.886
O -0.823 -3.666 -1.200
C -0.145 -2.442 -1.610
C -0.596 -1.345 -0.624
O -1.462 -0.607 -0.969
O -0.004 -1.336 0.524
H -0.917 -4.081 -4.983
H 0.743 -4.933 -1.865
H -0.777 -5.710 -1.290
H -0.275 -2.152 -2.663
H 0.974 -2.523 -1.466
Br -6.436 0.630 1.910
C -5.608 0.311 3.586
C -6.290 0.672 4.734
C -5.581 0.569 5.950
C -4.263 0.128 6.003
C -3.621 0.015 4.682
N -4.342 0.016 3.581
C -2.162 0.061 4.575
O -1.516 0.639 5.461
O -1.658 -0.661 3.565
H -7.393 0.833 4.653
H -6.082 0.892 6.877
H -3.730 0.219 6.933
N 1.166 -7.436 2.252
C 1.464 -6.617 3.349
O 2.168 -7.014 4.290
C 0.731 -5.266 3.241
C 1.143 -4.243 4.075
C 0.621 -2.996 4.027
N -0.251 -2.710 3.073
C -0.782 -3.664 2.281
C -0.312 -4.944 2.268
H 1.668 -8.334 2.190
H 1.205 -6.941 1.363
H 1.679 -4.487 5.021
H 0.967 -2.259 4.777
H -1.663 -3.316 1.695
H -0.722 -5.793 1.703
C 5.034 2.085 3.380
S 4.628 3.154 4.740
C 2.857 2.655 4.775
O 1.353 -0.338 3.108
H 5.910 1.498 3.703
H 5.284 2.750 2.577
H 4.230 1.399 3.012
H 2.426 2.697 3.773
H 2.479 3.379 5.520
H 2.650 1.615 5.130
S -0.543 1.564 1.730
Sb 0.547 1.240 -2.585
C 0.798 3.315 -1.753
C 0.433 4.491 -2.342
C 0.922 5.741 -1.865
C 1.835 5.743 -0.773
C 2.278 4.520 -0.309
C 1.700 3.366 -0.717
C -1.349 1.400 -3.613
C -2.525 1.719 -2.918
C -3.629 2.174 -3.664
C -3.574 2.263 -5.067
C -2.435 1.695 -5.756
C -1.298 1.361 -5.030
C 1.884 1.690 -4.234
C 3.121 1.166 -4.254
C 4.127 1.699 -5.062
C 3.836 2.824 -5.897
C 2.531 3.224 -6.001
C 1.529 2.730 -5.150
H -0.264 4.522 -3.146
H 0.643 6.692 -2.367
H 2.204 6.686 -0.240
H 3.069 4.473 0.510
H 2.005 2.445 -0.315
H -2.658 1.595 -1.840
H -4.506 2.505 -3.095
H -4.431 2.678 -5.644
H -2.469 1.436 -6.835
H -0.434 0.964 -5.556
H 3.484 0.347 -3.621
H 5.139 1.265 -4.955
H 4.553 3.270 -6.614
H 2.176 3.998 -6.758
H 0.525 3.102 -5.123
*
```

Summary:
- ΔE to the lowest compared entry with this formula, charge and spin: 3.473 eV
- Orbital gap (alpha / beta): 6.80 / 2.92 eV
- Calculated total energy: -160855.143 eV
- Lowest unoccupied orbital energy (alpha / beta): -5.71 / -9.60 eV
- <S²>: 2.012


[3]
Formula: C36H35CeN6O2S
Source: the OMol25 dataset
Level of theory: the ωB97M-V functional and the def2-TZVPD basis

```
! RIJCOSX wB97M-V def2-TZVPD def2/J DEFGRID3
* xyz 1 1
Ce 0.339 0.419 -0.221
C -0.392 -0.942 -4.276
O 1.251 -0.648 -2.388
C 1.909 -1.863 -2.323
C 2.260 -2.589 -3.445
C 2.864 -3.827 -3.288
C 3.113 -4.331 -2.018
C 2.792 -3.577 -0.903
C 2.199 -2.329 -1.048
N 1.909 -1.447 0.043
N 2.398 -1.811 1.136
C 2.400 -1.006 2.239
C 2.264 0.394 2.186
O 1.967 1.021 1.059
C 2.484 1.155 3.356
C 2.776 0.552 4.537
C 2.912 -0.860 4.648
C 3.229 -1.467 5.880
C 3.389 -2.822 5.964
C 3.240 -3.612 4.810
C 2.922 -3.044 3.601
C 2.752 -1.651 3.493
H -0.003 -1.742 -4.907
H -0.856 -0.223 -4.958
H -2.117 -2.048 -4.254
H 2.056 -2.215 -4.438
H 3.133 -4.399 -4.166
H 3.568 -5.305 -1.897
H 3.007 -3.937 0.092
H 2.417 2.233 3.278
H 2.923 1.157 5.424
H 3.342 -0.842 6.759
H 3.630 -3.286 6.911
H 3.378 -4.684 4.875
H 2.798 -3.662 2.723
S -1.976 -0.746 0.026
C -2.318 0.219 -1.555
C -3.585 1.013 -1.334
C -3.783 2.117 -2.061
C -2.706 2.656 -2.872
C -1.463 2.187 -2.654
N -1.183 1.101 -1.857
H -4.323 0.624 -0.643
H -4.719 2.658 -1.992
H -2.858 3.508 -3.519
H -0.606 2.701 -3.081
C -1.614 3.606 0.220
C -2.012 4.746 1.198
N -1.255 4.642 2.446
C -1.470 3.322 3.027
C -0.947 2.225 2.058
N -0.485 2.834 0.785
C 0.615 3.797 1.067
C 0.165 4.811 2.151
H -1.305 3.999 -0.745
H -2.433 2.913 0.048
H -3.076 4.702 1.430
H -1.812 5.725 0.761
H -2.537 3.195 3.209
H -0.960 3.268 3.988
H -1.730 1.507 1.821
H -0.106 1.690 2.508
H 0.844 4.300 0.127
H 1.499 3.249 1.372
H 0.338 5.835 1.821
H 0.724 4.667 3.077
C 0.784 -0.179 -3.679
C -1.515 -1.597 -3.451
C -1.130 -2.795 -2.621
C -2.081 -3.450 -1.959
C -3.456 -2.928 -1.983
C -3.717 -1.677 -2.381
C -2.600 -0.739 -2.770
C -4.531 -3.779 -1.523
N -5.378 -4.453 -1.138
H 0.518 0.851 -3.506
H 1.625 -0.193 -4.368
H -0.119 -3.187 -2.652
H -1.878 -4.360 -1.409
H -4.733 -1.303 -2.341
H -2.970 -0.044 -3.530
*
```

Summary:
- ΔE to the lowest compared entry with this formula, charge and spin: 2.339 eV
- Orbital gap (alpha / beta): 5.78 / 5.77 eV
- Calculated total energy: -74692.252 eV
- Lowest unoccupied orbital energy (alpha / beta): -4.43 / -4.43 eV


[4]
Formula: C36H35Cl6EuN6O5S3
Source: the OMol25 dataset
Level of theory: the ωB97M-V functional and the def2-TZVPD basis

```
! RIJCOSX wB97M-V def2-TZVPD def2/J DEFGRID3
* xyz 1 8
Eu 0.275 -0.491 0.384
Cl 4.089 -6.572 2.535
C 3.537 -4.986 2.381
C 3.084 -4.547 1.145
Cl 3.041 -5.583 -0.196
C 2.672 -3.255 0.920
Cl 2.136 -2.741 -0.644
C 2.702 -2.289 1.922
O 2.269 -1.102 1.634
C 3.128 -2.718 3.205
Cl 3.213 -1.615 4.549
C 3.555 -4.022 3.395
Cl 4.136 -4.585 4.925
C 5.046 1.797 -0.100
O 4.155 2.212 0.956
C 2.867 1.827 0.832
O 2.344 1.255 -0.093
N 2.164 2.259 1.930
N 0.902 1.653 2.142
H 6.027 2.228 0.155
H 4.733 2.185 -1.060
H 5.135 0.704 -0.144
H 2.743 2.488 2.737
H 0.212 2.390 2.300
H 0.942 1.015 2.937
Cl -2.595 -5.554 -2.019
C -2.779 -4.173 -1.000
C -4.058 -3.766 -0.597
C -4.144 -2.622 0.199
C -2.976 -1.956 0.555
N -1.757 -2.348 0.152
C -1.660 -3.455 -0.606
H -4.943 -4.326 -0.881
H -5.107 -2.271 0.555
H -3.018 -1.065 1.180
H -0.622 -3.753 -0.848
S -1.183 -0.748 3.387
C -0.598 -2.220 3.977
N -0.203 -2.393 5.218
C 0.547 -3.633 5.524
C 0.082 -4.646 4.455
S -0.446 -3.633 3.024
H -0.161 -1.606 5.841
H 0.318 -3.977 6.531
H 1.618 -3.430 5.465
H -0.755 -5.245 4.767
H 0.885 -5.296 4.101
N 1.878 -1.009 -7.312
C 1.896 0.004 -6.400
O 2.384 1.091 -6.686
C 1.315 -0.260 -5.025
C 1.568 0.686 -4.049
C 1.031 0.513 -2.774
N 0.300 -0.542 -2.447
C 0.047 -1.446 -3.394
C 0.517 -1.347 -4.693
H 2.324 -0.843 -8.188
H 1.761 -1.977 -7.044
H 2.167 1.571 -4.269
H 1.212 1.243 -1.999
H -0.555 -2.276 -3.076
H 0.228 -2.109 -5.400
O -1.305 1.320 -0.293
S -2.179 1.833 -1.417
C -3.917 1.674 -0.776
C -4.163 2.393 0.507
C -4.967 3.523 0.498
C -5.066 4.312 1.633
C -4.406 3.947 2.810
C -3.654 2.770 2.833
C -3.558 1.994 1.694
C -1.981 3.628 -1.564
C -0.550 3.901 -1.958
C -0.118 3.760 -3.285
C 1.200 4.040 -3.628
C 2.092 4.463 -2.654
C 1.702 4.528 -1.321
C 0.373 4.275 -0.992
H -3.998 0.591 -0.648
H -4.566 1.992 -1.570
H -5.504 3.780 -0.407
H -5.723 5.189 1.606
H -4.469 4.563 3.700
H -3.130 2.440 3.735
H -2.966 1.088 1.729
H -2.325 4.124 -0.664
H -2.672 3.844 -2.368
H -0.832 3.426 -4.016
H 1.476 3.973 -4.680
H 3.117 4.733 -2.943
H 2.416 4.836 -0.562
H 0.046 4.371 0.034
*
```

Summary:
- ΔE to the lowest compared entry with this formula, charge and spin: 0.000 eV
- Orbital gap (alpha / beta): 7.21 / 7.69 eV
- Calculated total energy: -184047.101 eV
- Lowest unoccupied orbital energy (alpha / beta): -2.13 / -2.13 eV
- <S²>: 15.759


[5]
Formula: C36H35GeIN4O5Se2Ti
Source: the OMol25 dataset
Level of theory: the ωB97M-V functional and the def2-TZVPD basis

```
! RIJCOSX wB97M-V def2-TZVPD def2/J DEFGRID3
* xyz -2 1
Ti 1.804 -1.991 -0.613
N 1.303 -3.732 0.537
C -0.152 -3.843 0.695
C -0.666 -2.437 0.951
O -1.743 -2.187 1.473
N 0.227 -1.526 0.487
C 0.357 -0.222 1.090
C 1.851 0.047 1.327
O 2.228 0.975 2.007
O 2.645 -0.791 0.688
H 1.763 -4.584 0.201
H 1.724 -3.592 1.481
H -0.433 -4.482 1.531
H -0.597 -4.222 -0.227
H -0.212 -0.143 2.017
H 0.016 0.577 0.421
Se 2.716 -4.050 3.652
Se 3.928 -5.450 -0.452
C 4.557 -3.832 -1.134
C 5.821 -3.829 -1.780
C 6.331 -2.701 -2.358
C 5.596 -1.512 -2.292
C 4.402 -1.548 -1.624
N 3.879 -2.656 -1.048
C 1.117 -3.677 4.566
C 0.971 -3.974 5.942
C -0.207 -3.689 6.591
C -1.257 -3.108 5.881
C -1.043 -2.851 4.538
N 0.093 -3.116 3.893
H 6.355 -4.768 -1.809
H 7.293 -2.732 -2.857
H 5.942 -0.585 -2.726
H 3.827 -0.634 -1.519
H 1.806 -4.424 6.462
H -0.314 -3.916 7.648
H -2.203 -2.866 6.348
H -1.822 -2.409 3.923
I -0.485 -3.312 -3.104
C 1.540 -3.336 -2.326
H 2.126 -2.983 -3.175
H 1.762 -4.389 -2.162
O 1.999 1.430 -2.489
C 1.169 0.550 -2.408
O 1.409 -0.613 -1.852
C -0.215 0.671 -3.022
C -1.368 0.545 -2.015
Ge -1.813 2.221 -1.083
C -3.258 3.071 -2.116
C -3.183 3.157 -3.508
C -4.200 3.742 -4.250
C -5.322 4.250 -3.608
C -5.418 4.166 -2.227
C -4.394 3.581 -1.491
C -0.297 3.453 -1.023
C 0.666 3.321 -0.022
C 1.806 4.112 -0.022
C 1.991 5.060 -1.018
C 1.033 5.217 -2.009
C -0.101 4.416 -2.011
C -2.455 1.939 0.733
C -2.867 0.678 1.157
C -3.289 0.469 2.464
C -3.323 1.530 3.357
C -2.920 2.795 2.947
C -2.482 2.995 1.646
H -0.297 -0.146 -3.745
H -0.241 1.618 -3.565
H -1.156 -0.258 -1.306
H -2.276 0.247 -2.545
H -2.320 2.752 -4.028
H -4.120 3.797 -5.329
H -6.120 4.704 -4.184
H -6.294 4.552 -1.720
H -4.484 3.513 -0.412
H 0.555 2.587 0.769
H 2.552 3.962 0.748
H 2.886 5.670 -1.027
H 1.174 5.955 -2.790
H -0.840 4.547 -2.795
H -2.802 -0.180 0.499
H -3.545 -0.533 2.780
H -3.635 1.365 4.381
H -2.921 3.620 3.650
H -2.133 3.978 1.345
*
```

Summary:
- ΔE to the lowest compared entry with this formula, charge and spin: 1.242 eV
- Orbital gap: 5.17 eV
- Calculated total energy: -272529.150 eV
- Lowest unoccupied orbital energy: 3.70 eV